Entry 1:
This record from the OMol25 dataset describes a cluster of 5 separate species, C30H62 in total. The level of theory is ωB97M-V/def2-TZVPD.

Each line ends with the Löwdin charge.
Geometry (Å):
1 C 24.16822 3.58747 16.50869  -0.0885
2 C 23.70420 2.66110 15.59698  -0.0838
3 C 24.27898 1.38043 15.51736  -0.1016
4 C 25.29379 1.04225 16.37019  -0.1082
5 C 25.72288 1.95322 17.34318  -0.0840
6 C 25.17237 3.21613 17.41011  -0.0877
7 H 23.73836 4.57970 16.46763  0.1007
8 H 22.91552 2.93030 14.90455  0.0881
9 H 23.85085 0.67845 14.81365  0.0984
10 H 25.72923 0.05060 16.33528  0.0915
11 H 26.50557 1.68146 18.04087  0.0949
12 H 25.49966 3.94379 18.14247  0.0885
13 C 21.29060 0.65635 7.59918  -0.1194
14 C 22.52515 1.17181 8.35366  -0.2627
15 C 22.10368 2.24805 9.36724  -0.2411
16 C 23.19234 2.67762 10.35619  -0.2357
17 C 22.83276 3.92237 11.17284  -0.2595
18 C 21.62867 3.75188 12.06829  -0.1314
19 H 20.50295 0.32840 8.27726  0.0676
20 H 21.58111 -0.22843 7.02693  0.0652
21 H 20.88957 1.40190 6.91499  0.0702
22 H 22.99521 0.35700 8.91045  0.1045
23 H 23.24419 1.59950 7.65563  0.1055
24 H 21.17697 1.94097 9.85694  0.1051
25 H 21.85776 3.14576 8.78278  0.1178
26 H 23.41751 1.82504 11.00197  0.1013
27 H 24.06976 2.89880 9.74529  0.1041
28 H 23.69139 4.19110 11.79160  0.0922
29 H 22.62312 4.75343 10.49594  0.1077
30 H 21.56273 2.80748 12.62500  0.0692
31 H 21.48996 4.55396 12.79422  0.0680
32 H 20.68617 3.68380 11.50808  0.0683
33 C 28.04775 -3.63408 14.06630  -0.1134
34 C 27.48852 -2.83115 12.89063  -0.2734
35 C 27.22726 -1.36917 13.27227  -0.2412
36 C 26.71953 -0.52690 12.09184  -0.2145
37 C 26.03241 0.78009 12.53210  -0.2725
38 C 26.30758 1.97819 11.63206  -0.1029
39 H 29.13982 -3.58277 14.09144  0.0692
40 H 27.73553 -4.66984 13.93612  0.0657
41 H 27.77671 -3.25368 15.05248  0.0639
42 H 28.21482 -2.76521 12.06889  0.1065
43 H 26.63178 -3.31708 12.42352  0.1029
44 H 28.09407 -0.89778 13.73989  0.1193
45 H 26.46882 -1.39744 14.06948  0.0992
46 H 27.60948 -0.27670 11.50574  0.1097
47 H 26.03700 -1.12620 11.48735  0.1094
48 H 24.95604 0.60692 12.64822  0.0887
49 H 26.31362 0.91077 13.58243  0.0846
50 H 25.96367 1.76936 10.62004  0.0626
51 H 25.80857 2.86755 12.01136  0.0619
52 H 27.38914 2.11716 11.58423  0.0746
53 C 25.88959 0.40746 21.56242  -0.1171
54 C 25.82889 -0.90181 20.77160  -0.2765
55 C 24.44279 -1.50700 20.66202  -0.2273
56 C 24.29359 -2.58166 19.56749  -0.2045
57 C 24.48904 -1.93078 18.18207  -0.2885
58 C 23.91467 -2.75570 17.04115  -0.1196
59 H 25.18143 1.12041 21.11579  0.0681
60 H 26.85237 0.91771 21.55662  0.0570
61 H 25.56245 0.32403 22.60108  0.0709
62 H 26.30127 -0.74559 19.79926  0.0894
63 H 26.55239 -1.55153 21.28429  0.1087
64 H 23.76878 -0.66516 20.46994  0.1086
65 H 24.11896 -1.93386 21.61554  0.1101
66 H 25.04635 -3.35654 19.71122  0.1135
67 H 23.29196 -3.01160 19.60369  0.1058
68 H 24.00134 -0.95624 18.11258  0.1023
69 H 25.56763 -1.82117 18.05632  0.0924
70 H 24.28414 -3.78869 17.07280  0.0733
71 H 22.84054 -2.93681 17.17427  0.0718
72 H 24.05206 -2.33248 16.04729  0.0573
73 C 30.01764 2.14104 20.10550  -0.1178
74 C 30.75426 3.43656 19.77472  -0.2651
75 C 30.13344 4.64491 20.46405  -0.2338
76 C 28.79006 5.11213 19.88085  -0.2379
77 C 28.17853 6.27700 20.65203  -0.2775
78 C 26.93412 6.79140 19.93031  -0.1186
79 H 28.95203 2.25329 19.87602  0.0496
80 H 30.13230 1.79024 21.12779  0.0727
81 H 30.32174 1.35692 19.40543  0.0693
82 H 31.78026 3.32677 20.13971  0.1015
83 H 30.80901 3.55550 18.69196  0.1055
84 H 30.79828 5.51634 20.48552  0.1075
85 H 30.00260 4.45258 21.53543  0.1136
86 H 28.91057 5.34049 18.81857  0.1166
87 H 28.07092 4.28440 19.89502  0.0984
88 H 27.94588 6.08064 21.70164  0.1087
89 H 28.93683 7.06724 20.70198  0.1059
90 H 26.15538 6.03487 19.80863  0.0599
91 H 26.45666 7.57601 20.52101  0.0678
92 H 27.25348 7.12633 18.94372  0.0722

Results
Calculated total energy = -1180.23490 Eh
Highest occupied orbital energy = -9.37 eV
LUMO energy = 0.794 eV
Spin multiplicity = 1
Energy relative to the best compared isomer or geometry (same formula, charge and spin) = 244.20 kJ/mol
Total charge = 0
Structure (SMILES) = c1ccccc1.CCCCCC.CCCCCC.CCCCCC.CCCCCC

***

Entry 2:
This record from the OMol25 dataset describes a structure of composition C30H63Ca3NO14P2. The level of theory is ωB97M-V/def2-TZVPD.

Each line ends with the Löwdin charge.
Geometry (Å):
1 Ca -0.39554 -1.62294 2.87033  1.4364
2 Ca 0.39762 1.45516 -1.71129  1.4923
3 Ca -2.39114 -1.18494 0.05734  1.3326
4 P -2.97015 -2.84787 2.29084  -0.0664
5 O -2.94303 -3.15986 0.74735  -0.5131
6 O -2.54317 -1.33740 2.30514  -0.6298
7 O -1.79515 -3.32966 3.15969  -0.4943
8 O -4.20819 -3.08254 3.12653  -0.3951
9 P 0.09484 -0.15805 0.50828  -0.0449
10 O -0.25710 -1.65480 0.62797  -0.5208
11 O -1.01004 0.47946 -0.37262  -0.6016
12 O 1.42266 0.12926 -0.28701  -0.4670
13 O -0.05687 0.29657 1.96078  -0.4534
14 C 1.42226 -5.53587 2.27853  -0.1708
15 C 0.68532 -5.75445 3.60012  -0.1424
16 C 1.03659 -4.39873 4.26287  -0.1887
17 O 0.98768 -3.43560 3.19989  -0.2923
18 C 0.94614 -4.15438 1.94797  -0.2234
19 H 1.13399 -6.34614 1.59833  0.1136
20 H 2.50853 -5.65011 2.29776  0.1127
21 H 1.11437 -6.51839 4.25353  0.1092
22 H -0.39861 -5.81531 3.58215  0.1182
23 H 2.02676 -4.41132 4.72244  0.1154
24 H 0.29451 -4.21955 5.04227  0.1209
25 H 1.58147 -3.74095 1.15754  0.1208
26 H -0.06224 -4.13602 1.52731  0.1045
27 C 3.25749 1.10145 3.29709  -0.1594
28 C 3.26665 0.94855 4.81894  -0.1535
29 C 2.15710 -0.08515 5.00855  -0.1875
30 O 2.19423 -0.91023 3.84055  -0.1899
31 C 3.09373 -0.37409 2.87906  -0.1913
32 H 4.13740 1.57372 2.85749  0.1053
33 H 2.37682 1.61805 2.90882  0.1003
34 H 2.95125 1.86663 5.31561  0.1121
35 H 4.22051 0.54511 5.14781  0.1149
36 H 1.15496 0.32981 5.13778  0.1225
37 H 2.38380 -0.70867 5.87906  0.1206
38 H 2.61739 -0.46517 1.90118  0.0917
39 H 4.03910 -0.92658 2.84524  0.1222
40 C 0.08797 4.92159 1.12294  -0.1314
41 C -0.12567 5.60134 -0.22105  -0.1482
42 C -0.90066 4.57650 -1.02213  -0.1730
43 O -0.38096 3.32028 -0.57221  -0.3075
44 C -0.15925 3.43127 0.84768  -0.1596
45 H -0.53820 5.41936 1.86462  0.1171
46 H 1.09781 5.07824 1.51056  0.1041
47 H 0.84801 5.80453 -0.67445  0.0890
48 H -0.64560 6.55751 -0.17403  0.1201
49 H -0.77775 4.64747 -2.10547  0.1225
50 H -1.97915 4.62479 -0.84160  0.1320
51 H 0.64543 2.74385 1.10216  0.0948
52 H -1.00824 3.08307 1.44045  0.1193
53 C 4.03980 -0.61182 -3.83149  -0.1470
54 C 3.75089 0.52376 -4.79095  -0.1636
55 C 2.37501 0.99664 -4.40486  -0.1570
56 O 2.10909 0.45460 -3.06659  -0.3073
57 C 3.30324 -0.20205 -2.58059  -0.1918
58 H 5.08986 -0.78676 -3.60635  0.1243
59 H 3.55630 -1.53354 -4.16561  0.1207
60 H 3.89129 0.31473 -5.85103  0.1190
61 H 4.49275 1.31603 -4.62629  0.1168
62 H 1.63321 0.52198 -5.05122  0.1265
63 H 2.26795 2.07442 -4.27747  0.1088
64 H 3.02167 -1.03288 -1.93410  0.1215
65 H 3.82699 0.46159 -1.88376  0.1196
66 C -0.42135 -3.04941 -3.78348  -0.1593
67 C -0.64365 -4.32109 -2.94916  -0.1261
68 C -1.56259 -3.86715 -1.80728  -0.1736
69 O -1.80195 -2.46412 -1.95996  -0.2379
70 C -0.89340 -1.92606 -2.91354  -0.2123
71 H -0.93047 -3.06526 -4.75092  0.1114
72 H 0.64798 -2.99688 -3.99613  0.1022
73 H 0.34481 -4.56626 -2.56538  0.1086
74 H -1.10119 -5.14016 -3.49694  0.1109
75 H -1.05157 -4.06838 -0.86512  0.1089
76 H -2.50516 -4.40852 -1.77847  0.1254
77 H -0.02551 -1.46024 -2.41679  0.1031
78 H -1.37717 -1.10326 -3.45327  0.1202
79 C 3.79267 5.21144 -1.30838  -0.1576
80 C 4.37704 4.18117 -0.35156  -0.1351
81 C 3.17355 3.25088 -0.15657  -0.1686
82 O 2.53388 3.23071 -1.45265  -0.2115
83 C 2.89954 4.38420 -2.23121  -0.1847
84 H 4.58381 5.80067 -1.77392  0.1181
85 H 3.15195 5.94682 -0.81559  0.1056
86 H 4.66326 4.67702 0.57423  0.1195
87 H 5.19848 3.63142 -0.80524  0.1191
88 H 2.55047 3.54699 0.68400  0.0994
89 H 3.48662 2.21183 -0.04552  0.1164
90 H 2.02685 4.95143 -2.56350  0.1099
91 H 3.40380 4.01041 -3.12660  0.1139
92 C -3.65206 1.57205 1.30638  -0.0716
93 C -4.22618 1.29983 -0.07225  -0.2564
94 N -4.37256 -0.13337 -0.41161  -0.2976
95 C -5.37898 -0.85594 0.40746  -0.2202
96 C -6.74283 -0.21578 0.31612  -0.0850
97 C -4.58092 -0.14986 -1.86580  -0.2665
98 C -4.82838 -1.53087 -2.46230  -0.0713
99 H -2.68226 1.08273 1.42307  0.0406
100 H -4.36553 1.22702 2.05559  0.0867
101 H -3.37381 2.59671 1.56963  0.0705
102 H -5.20045 1.79677 -0.11810  0.1088
103 H -3.50926 1.69072 -0.79997  0.1014
104 H -5.02313 -0.78939 1.43583  0.1066
105 H -5.48983 -1.88832 0.08318  0.1200
106 H -6.79316 0.73683 0.85302  0.0681
107 H -7.57281 -0.77911 0.75098  0.0815
108 H -7.09282 -0.03958 -0.70815  0.0723
109 H -5.27222 0.60821 -2.25068  0.1178
110 H -3.60777 0.15539 -2.28558  0.0978
111 H -4.23538 -2.34867 -2.05886  0.0658
112 H -5.87678 -1.80841 -2.32003  0.0768
113 H -4.63725 -1.51063 -3.53739  0.0778

Results
Calculated total energy = -5005.06069 Eh
Highest occupied orbital energy = -5.30 eV
LUMO energy = -1.073 eV
Spin multiplicity = 1
Energy relative to the best compared isomer or geometry (same formula, charge and spin) = 26.07 kJ/mol
Total charge = 0